ORCA calculation (ωB97M-V/def2-TZVPD) on 2 unconnected molecules or ions with the total composition C6H9NO in a non-equilibrium geometry.

Atoms and positions in Å:
1 C -2.01 1.92 0.55
2 C -2.06 0.65 -0.11
3 N -1.18 -0.19 -0.54
4 C 0.22 0.25 -0.36
5 C 1.21 -0.60 -0.32
6 C 2.50 -0.72 0.11
7 C 3.59 0.17 0.22
8 H -2.97 2.56 0.56
9 H -1.13 2.18 1.12
10 H -1.92 -2.95 0.31
11 H 0.28 1.31 -0.57
12 H 2.87 -1.73 0.42
13 H 4.54 -0.25 0.41
14 H 3.46 1.24 -0.14
15 H -1.91 -1.75 -0.64
16 H -3.11 0.53 -0.52
17 O -2.40 -2.60 -0.48

Electronic energy: -363.48139 hartree
Gap between HOMO and LUMO (alpha / beta): 5.78 / 6.70 eV
Molecular weight: 111.1 Da
Expectation value of S²: 1.273
Multiplicity: 2
Relative energy (zero: lowest compared OMol25 entry of this formula, charge and spin): 163.1 kcal/mol
Total charge: +1


ORCA calculation (ωB97M-V/def2-TZVPD) on C6H9NO2 in the gas phase.

Atoms and positions in Å:
1 C 0.02 -0.63 -1.88
2 C -0.17 -0.97 -0.44
3 C -1.79 0.39 -0.09
4 O -0.44 -1.97 0.12
5 O -2.77 -0.07 0.42
6 H -1.79 1.10 -0.94
7 H 0.94 -1.10 -2.22
8 H 0.08 0.45 -2.05
9 H -0.83 -1.04 -2.43
10 C -0.38 0.70 0.88
11 C 1.10 0.12 0.42
12 C 1.88 -0.62 1.24
13 N -0.37 2.02 0.74
14 H -0.79 2.49 1.54
15 H -0.66 0.16 1.79
16 H 1.55 0.84 -0.25
17 H 1.45 -1.38 1.88
18 H 2.95 -0.49 1.27

Electronic energy: -439.03529 hartree
Gap between HOMO and LUMO (alpha / beta): 6.74 / 6.74 eV
Molecular weight: 127.1 Da
Multiplicity: 1
Relative energy (zero: lowest compared OMol25 entry of this formula, charge and spin): 151.3 kcal/mol


ORCA calculation (ωB97M-V/def2-TZVPD) on C6H9NO2 in the gas phase in a non-equilibrium geometry.

Atoms and positions in Å:
1 N -0.73 -2.34 -0.54
2 C -0.55 -1.67 0.75
3 C -0.34 -0.16 0.71
4 C -0.95 0.82 1.55
5 C -0.45 2.08 1.29
6 O 0.49 1.87 0.23
7 C 0.46 0.55 -0.08
8 C 1.38 0.01 -1.06
9 O 0.60 -0.52 -2.13
10 H -0.05 -1.89 -1.12
11 H -1.65 -1.94 -0.87
12 H -1.40 -1.96 1.42
13 H 0.34 -2.11 1.27
14 H -1.72 0.54 2.32
15 H -0.58 3.13 1.63
16 H 1.98 -0.87 -0.80
17 H 2.18 0.78 -1.36
18 H 0.06 0.22 -2.45

Electronic energy: -439.19854 hartree
Gap between HOMO and LUMO: 9.60 eV
Molecular weight: 127.1 Da
SMILES: NCc1ccoc1CO
Multiplicity: 1
Relative energy (zero: lowest compared OMol25 entry of this formula, charge and spin): 48.8 kcal/mol


ORCA calculation (ωB97M-V/def2-TZVPD) on a molecular structure, C6H9NO2 in a non-equilibrium geometry.

Atoms and positions in Å:
1 C 1.14 0.30 0.44
2 C 1.14 -0.37 -0.92
3 C 0.31 0.79 -1.43
4 C -0.23 0.78 -0.05
5 C -0.90 -0.67 -0.22
6 C -2.06 -1.12 0.21
7 H 1.04 -1.54 1.25
8 H 0.68 -0.41 2.29
9 H 1.85 1.14 0.57
10 H 2.00 -0.74 -1.41
11 H -0.40 0.72 -2.31
12 H 0.90 1.68 -1.54
13 H -0.71 2.49 0.92
14 H -2.85 -0.50 0.52
15 H -2.23 -2.18 0.38
16 N 1.36 -0.63 1.56
17 O -1.12 1.67 0.52
18 O 0.07 -1.40 -0.80

Electronic energy: -439.16685 hartree
Gap between HOMO and LUMO: 9.24 eV
Molecular weight: 127.1 Da
Multiplicity: 1
Relative energy (zero: lowest compared OMol25 entry of this formula, charge and spin): 68.7 kcal/mol


ORCA calculation (ωB97M-V/def2-TZVPD) on 2 unconnected molecules or ions with the total composition C6H9NO3 in a non-equilibrium geometry.

Atoms and positions in Å:
1 C -2.57 0.50 0.40
2 C -1.82 -0.34 -0.27
3 C -0.40 -0.64 -0.02
4 C 0.43 0.46 0.48
5 C 0.09 -1.80 -0.69
6 C 0.72 1.83 0.25
7 N 2.66 -0.18 0.17
8 O 3.13 0.72 -0.41
9 O 3.18 -1.21 0.57
10 O -0.12 -0.30 1.44
11 H -3.59 0.45 0.44
12 H -2.26 1.35 1.07
13 H -2.25 -1.08 -1.05
14 H 1.09 -2.28 -0.42
15 H -0.01 -1.54 -1.75
16 H -0.54 -2.63 -0.52
17 H 1.77 2.02 -0.19
18 H 0.46 2.51 1.02
19 H 0.03 2.18 -0.52

Electronic energy: -514.24575 hartree
Gap between HOMO and LUMO (alpha / beta): 8.28 / 8.28 eV
Molecular weight: 143.1 Da
Multiplicity: 1
Relative energy (zero: lowest compared OMol25 entry of this formula, charge and spin): 167.6 kcal/mol


ORCA calculation (ωB97M-V/def2-TZVPD) on a gas-phase ion, C6H9NO3P (charge -1) in a non-equilibrium geometry.

Atoms and positions in Å:
1 C 0.33 0.58 2.05
2 C 1.19 0.97 0.91
3 C 1.81 -0.33 0.34
4 C 0.40 1.50 -0.18
5 C -0.86 1.58 -0.65
6 O -1.70 1.28 -1.55
7 C -1.79 -0.15 -1.95
8 O -2.22 -0.39 -3.07
9 N -1.25 -0.93 -1.03
10 P -1.55 -2.58 -1.08
11 O -0.73 2.76 0.00
12 H 0.87 0.72 2.94
13 H 0.03 -0.42 2.04
14 H -0.59 1.24 2.16
15 H 1.82 1.83 1.21
16 H 2.71 -0.01 -0.18
17 H 1.16 -0.63 -0.35
18 H 2.10 -0.99 1.08
19 H -0.45 -2.96 -0.34
20 H -1.29 -3.07 -2.35

Electronic energy: -855.76123 hartree
Gap between HOMO and LUMO: 7.63 eV
Molecular weight: 174.1 Da
SMILES: CC(C)C1=C(O/C([O-])=N/P)O1
Multiplicity: 1
Relative energy (zero: lowest compared OMol25 entry of this formula, charge and spin): 153.5 kcal/mol
Total charge: -1


ORCA calculation (ωB97M-V/def2-TZVPD) on 2 unconnected molecules or ions with the total composition C6H9NO3S in a non-equilibrium geometry.

Atoms and positions in Å:
1 C -2.17 -1.15 1.93
2 C 0.68 -1.42 -2.28
3 C -0.78 -1.47 -2.11
4 C 1.53 -0.27 -2.81
5 C 0.31 0.42 2.93
6 C -1.62 -0.37 0.90
7 N -2.56 -1.55 2.93
8 O 0.69 -1.53 1.10
9 O 0.67 0.78 0.31
10 O -0.21 -2.20 -3.06
11 S 0.22 -0.18 1.21
12 H 1.31 -2.01 -1.53
13 H -1.88 -0.83 -0.16
14 H 1.07 0.43 -3.45
15 H 2.37 -0.73 -3.34
16 H 1.76 0.35 -1.91
17 H -0.54 1.07 2.93
18 H 0.15 -0.33 3.69
19 H 1.24 0.94 3.28
20 H -1.95 0.67 0.90

Electronic energy: -912.49742 hartree
Gap between HOMO and LUMO: 10.25 eV
Molecular weight: 175.2 Da
Multiplicity: 1
Relative energy (zero: lowest compared OMol25 entry of this formula, charge and spin): 126.4 kcal/mol


ORCA calculation (ωB97M-V/def2-TZVPD) on C6H9NO3S in the gas phase in a non-equilibrium geometry.

Atoms and positions in Å:
1 C 2.31 0.70 -2.05
2 C 0.80 0.27 -1.83
3 O 0.02 -0.17 -2.57
4 O 0.69 0.46 -0.52
5 C -0.29 -0.14 0.20
6 N -0.17 -1.83 0.10
7 O 0.73 -2.32 -0.51
8 C -0.15 0.15 1.68
9 C -1.36 -0.34 2.40
10 S -2.58 0.55 1.35
11 C -1.73 0.17 -0.21
12 H 2.57 0.97 -3.08
13 H 2.94 -0.03 -1.72
14 H 2.41 1.59 -1.41
15 H -0.06 1.27 1.84
16 H 0.84 -0.14 2.18
17 H -1.66 -1.46 2.23
18 H -1.68 -0.05 3.46
19 H -1.52 1.10 -0.84
20 H -2.11 -0.75 -0.70

Electronic energy: -912.56757 hartree
Gap between HOMO and LUMO: 8.55 eV
Molecular weight: 175.2 Da
SMILES: CC(=O)O[C@@]1(N=O)CCSC1
Multiplicity: 1
Relative energy (zero: lowest compared OMol25 entry of this formula, charge and spin): 82.4 kcal/mol


ORCA calculation (ωB97M-V/def2-TZVPD) on C6H9NO4 in the gas phase in a non-equilibrium geometry.

Atoms and positions in Å:
1 O -2.23 -1.37 0.64
2 C -1.63 -0.28 0.76
3 O -2.04 1.00 0.77
4 C -0.15 -0.08 0.76
5 C 0.68 -1.50 0.75
6 C 0.72 -1.74 -0.92
7 N 0.74 -0.15 -1.40
8 C -0.34 0.56 -0.70
9 C 0.52 1.84 -0.35
10 O 0.11 2.96 -1.07
11 O 1.65 1.77 0.76
12 H -3.04 1.04 0.94
13 H 0.23 0.73 1.51
14 H -0.16 -2.26 1.40
15 H 1.53 -1.42 1.35
16 H -0.26 -2.58 -1.15
17 H 1.89 -2.05 -1.04
18 H 0.81 0.03 -2.45
19 H -1.21 0.83 -1.24
20 H 2.16 2.68 0.70

Electronic energy: -589.50449 hartree
Gap between HOMO and LUMO: 9.84 eV
Molecular weight: 159.1 Da
SMILES: O=C(O)[C@H]1CCN[C@@H]1C(=O)O
Multiplicity: 1
Relative energy (zero: lowest compared OMol25 entry of this formula, charge and spin): 176.5 kcal/mol


ORCA calculation (ωB97M-V/def2-TZVPD) on C6H9NS in the gas phase in a non-equilibrium geometry.

Atoms and positions in Å:
1 C 0.50 2.34 -0.34
2 C 0.24 1.15 -0.46
3 C 0.21 -0.34 -0.53
4 C -0.84 -1.27 -0.50
5 S -2.61 -0.85 -0.18
6 C -2.30 0.78 0.50
7 C 1.58 -0.87 -0.59
8 N 2.15 -0.83 0.84
9 H 0.27 3.38 -0.49
10 H -0.69 -2.39 -0.60
11 H -3.20 1.31 1.19
12 H -2.11 1.65 -0.11
13 H -1.39 0.61 1.31
14 H 1.50 -1.87 -0.89
15 H 2.11 -0.22 -1.35
16 H 1.47 -1.35 1.38
17 H 3.11 -1.24 0.81

Electronic energy: -686.80081 hartree
Gap between HOMO and LUMO: 8.90 eV
Molecular weight: 127.2 Da
SMILES: C#C/C(=C\SC)CN
Multiplicity: 1
Relative energy (zero: lowest compared OMol25 entry of this formula, charge and spin): 101.7 kcal/mol


ORCA calculation (ωB97M-V/def2-TZVPD) on 3 unconnected molecules or ions with the total composition C6H9NS in a non-equilibrium geometry.

Atoms and positions in Å:
1 C 0.89 -0.23 -0.09
2 C 0.18 -1.20 -0.96
3 C -1.00 -1.31 0.14
4 C 0.31 -0.99 1.15
5 C -0.08 0.97 -0.04
6 C 0.25 2.21 0.10
7 H 2.61 1.28 -0.37
8 H 3.12 -0.93 -1.02
9 H -0.31 -0.94 -1.89
10 H 0.60 -2.28 -0.85
11 H -1.49 -2.26 0.26
12 H 0.35 -0.23 1.96
13 H 0.62 -1.98 1.44
14 H -0.38 2.95 -0.13
15 H 1.28 2.48 0.20
16 N 2.43 -0.04 0.01
17 S -1.67 0.34 -0.09

Electronic energy: -686.70758 hartree
Gap between HOMO and LUMO: 8.32 eV
Molecular weight: 127.2 Da
Multiplicity: 1
Relative energy (zero: lowest compared OMol25 entry of this formula, charge and spin): 160.2 kcal/mol


ORCA calculation (ωB97M-V/def2-TZVPD) on C6H9NS in the gas phase in a non-equilibrium geometry.

Atoms and positions in Å:
1 N 2.48 0.57 0.10
2 C 1.30 -0.27 0.25
3 C 0.72 -0.81 -1.00
4 C -0.59 -0.62 -1.13
5 C -1.14 0.13 0.01
6 C -2.44 -0.11 0.59
7 S -2.40 1.41 -0.35
8 C 0.10 0.54 0.81
9 H 2.22 1.38 -0.41
10 H 3.20 0.06 -0.46
11 H 1.60 -1.06 0.91
12 H 1.37 -1.29 -1.76
13 H -1.19 -0.95 -1.98
14 H -3.05 -0.92 0.20
15 H -2.51 0.00 1.64
16 H 0.28 1.61 0.65
17 H 0.07 0.33 1.92

Electronic energy: -686.92383 hartree
Gap between HOMO and LUMO: 9.69 eV
Molecular weight: 127.2 Da
SMILES: N[C@@H]1C=C[C@@]2(CS2)C1
Multiplicity: 1
Relative energy (zero: lowest compared OMol25 entry of this formula, charge and spin): 24.5 kcal/mol


ORCA calculation (ωB97M-V/def2-TZVPD) on C6H9NS in the gas phase in a non-equilibrium geometry.

Atoms and positions in Å:
1 C 0.30 2.17 -0.46
2 C 0.85 1.03 -0.09
3 C 0.10 -0.16 0.28
4 C 0.43 -0.74 1.66
5 C 0.25 -1.18 -0.89
6 N -1.14 -0.98 -1.16
7 C -1.41 -0.17 -0.11
8 S -2.80 0.46 0.37
9 H 0.90 3.02 -0.76
10 H -0.77 2.33 -0.49
11 H 1.94 0.92 -0.09
12 H 0.06 -1.77 1.80
13 H 0.14 -0.01 2.45
14 H 1.52 -0.69 1.76
15 H 0.48 -2.24 -0.68
16 H 0.87 -0.77 -1.69
17 H -1.73 -1.24 -1.92

Electronic energy: -686.91166 hartree
Gap between HOMO and LUMO: 9.15 eV
Molecular weight: 127.2 Da
SMILES: C=C[C@]1(C)CNC1=S
Multiplicity: 1
Relative energy (zero: lowest compared OMol25 entry of this formula, charge and spin): 32.1 kcal/mol


ORCA calculation (ωB97M-V/def2-TZVPD) on a molecular structure, C6H9O2 in a non-equilibrium geometry.

Atoms and positions in Å:
1 O 0.09 2.12 -2.36
2 C 0.79 1.10 -2.38
3 O 1.55 0.66 -3.26
4 C 0.82 0.19 -1.15
5 C -0.23 0.20 -0.16
6 C -0.47 -1.01 0.65
7 C 0.70 -1.42 1.35
8 C -1.78 -1.38 0.84
9 H 0.81 0.89 -0.09
10 H 1.48 -0.66 -1.23
11 H -1.13 0.79 -0.33
12 H -0.04 2.11 1.65
13 H 1.50 -0.69 1.38
14 H 0.78 -2.28 1.99
15 H -1.81 -2.29 1.43
16 H -2.66 -0.97 0.38
17 H -0.38 2.64 1.29

Electronic energy: -384.33655 hartree
Gap between HOMO and LUMO: 5.26 eV
Molecular weight: 113.1 Da
Multiplicity: 1
Relative energy (zero: lowest compared OMol25 entry of this formula, charge and spin): 131.2 kcal/mol
Total charge: -1


ORCA calculation (ωB97M-V/def2-TZVPD) on 2 unconnected molecules or ions with the total composition C6H9O5 in a non-equilibrium geometry.

Atoms and positions in Å:
1 C 0.86 -0.50 0.06
2 C -0.44 -0.25 -0.04
3 C 2.01 -1.14 0.00
4 C -1.09 -0.39 -1.42
5 C -1.24 0.34 1.07
6 C 1.49 1.90 -0.33
7 O 2.17 -2.45 0.34
8 O 3.23 -0.64 -0.38
9 O 0.38 2.36 -0.51
10 O 1.97 1.68 1.03
11 O 2.33 1.54 -1.15
12 H -0.39 -0.49 -2.12
13 H -1.62 0.44 -1.76
14 H -1.69 -1.21 -1.34
15 H -2.16 -0.18 0.99
16 H -1.25 1.46 1.07
17 H -0.69 0.16 1.95
18 H 2.97 -2.67 0.86
19 H 1.21 1.32 1.59
20 H 3.18 0.38 -0.56

Electronic energy: -610.21966 hartree
Gap between HOMO and LUMO: 7.66 eV
Molecular weight: 161.1 Da
Multiplicity: 1
Relative energy (zero: lowest compared OMol25 entry of this formula, charge and spin): 28.0 kcal/mol
Total charge: -1


ORCA calculation (ωB97M-V/def2-TZVPD) on 2 unconnected molecules or ions with the total composition C6H9O7P in a non-equilibrium geometry.

Atoms and positions in Å:
1 C -0.08 1.44 0.47
2 C -2.28 -0.61 0.23
3 C 1.46 -1.61 0.64
4 C 1.65 2.90 0.19
5 C -4.57 -1.22 -0.58
6 C 3.71 -1.38 -0.16
7 O -0.60 2.08 1.33
8 O -2.49 -0.72 1.39
9 O 1.26 -2.28 1.59
10 O -0.57 0.07 -1.90
11 O 1.09 1.71 -0.14
12 O -3.13 -0.80 -0.83
13 O 2.26 -1.20 -0.23
14 P -0.55 -0.13 -0.43
15 H 0.88 3.62 0.22
16 H 2.24 3.18 -0.74
17 H 2.29 2.88 1.00
18 H -4.99 -0.94 -1.52
19 H -4.99 -0.58 0.19
20 H -4.50 -2.21 -0.09
21 H 3.89 -1.35 -1.19
22 H 3.86 -2.33 0.19
23 H 4.14 -0.51 0.39

Electronic energy: -1101.94450 hartree
Gap between HOMO and LUMO (alpha / beta): 7.68 / 7.68 eV
Molecular weight: 224.1 Da
Multiplicity: 1
Relative energy (zero: lowest compared OMol25 entry of this formula, charge and spin): 120.7 kcal/mol


ORCA calculation (ωB97M-V/def2-TZVPD) on C6H9OP in the gas phase in a non-equilibrium geometry.

Atoms and positions in Å:
1 C -0.75 -0.02 -0.26
2 C -1.58 1.19 0.05
3 C 0.78 -0.18 0.48
4 C 1.13 -1.57 0.18
5 C 0.51 -1.93 -1.20
6 C -0.87 2.28 0.76
7 O -2.63 1.34 -0.54
8 P -1.15 -1.17 -1.36
9 H 1.40 0.54 -0.08
10 H 0.67 0.18 1.48
11 H 2.10 -1.73 0.16
12 H 0.71 -2.13 0.90
13 H 1.13 -1.54 -2.00
14 H 0.61 -3.11 -1.31
15 H -0.65 2.09 1.79
16 H -1.38 3.24 0.81
17 H -0.03 2.55 0.15

Electronic energy: -650.44033 hartree
Gap between HOMO and LUMO (alpha / beta): 7.34 / 6.80 eV
Molecular weight: 128.1 Da
Expectation value of S²: 2.014
Multiplicity: 3
Relative energy (zero: lowest compared OMol25 entry of this formula, charge and spin): 8.0 kcal/mol


ORCA calculation (ωB97M-V/def2-TZVPD) on 2 unconnected molecules or ions with the total composition C6H9P in a non-equilibrium geometry.

Atoms and positions in Å:
1 C 0.72 -1.26 1.10
2 C 1.86 -0.75 0.44
3 C -0.17 -0.37 1.56
4 C 1.90 0.65 0.33
5 C -1.66 -0.09 -1.13
6 C -0.91 1.24 -0.99
7 P 0.43 1.33 1.20
8 H 0.67 -2.29 1.27
9 H 2.48 -1.50 0.12
10 H -1.08 -0.59 2.11
11 H 2.78 1.20 0.10
12 H -1.10 -0.81 -0.58
13 H -2.70 -0.11 -0.85
14 H -1.76 -0.11 -2.28
15 H -1.51 2.12 -0.89
16 H 0.05 1.33 -1.50

Electronic energy: -575.24337 hartree
Gap between HOMO and LUMO: 7.89 eV
Molecular weight: 112.1 Da
Multiplicity: 1
Relative energy (zero: lowest compared OMol25 entry of this formula, charge and spin): 59.4 kcal/mol


ORCA calculation (ωB97M-V/def2-TZVPD) on C6H9P in the gas phase in a non-equilibrium geometry.

Atoms and positions in Å:
1 H 1.66 -0.11 -3.45
2 P 1.83 -1.49 -3.24
3 C 1.14 -1.57 -1.73
4 C 0.57 -0.37 -0.92
5 C -0.86 -0.44 -0.25
6 C -1.38 0.75 0.64
7 C -0.78 1.10 1.73
8 C -0.17 1.36 2.84
9 H 1.08 -2.52 -1.23
10 H 0.59 0.51 -1.56
11 H 1.29 -0.20 -0.10
12 H -0.89 -1.33 0.38
13 H -1.58 -0.58 -1.06
14 H -2.25 1.27 0.27
15 H 0.63 2.08 2.91
16 H -0.46 0.87 3.76

Electronic energy: -575.25361 hartree
Gap between HOMO and LUMO: 9.77 eV
Molecular weight: 112.1 Da
SMILES: [H]/P=C\CCC=C=C
Multiplicity: 1
Relative energy (zero: lowest compared OMol25 entry of this formula, charge and spin): 53.0 kcal/mol


ORCA calculation (ωB97M-V/def2-TZVPD) on 2 unconnected molecules or ions with the total composition C6H9PS in a non-equilibrium geometry.

Atoms and positions in Å:
1 C 1.31 -2.24 1.63
2 C 1.13 -0.99 1.24
3 P 0.10 -0.42 -0.18
4 S -1.04 -2.12 -0.14
5 C -0.92 0.69 0.95
6 C -0.91 1.98 0.70
7 H 2.01 -2.46 2.40
8 H 0.92 -3.15 1.12
9 H 1.61 -0.13 1.75
10 H -1.29 -2.06 -1.57
11 H -1.43 0.28 1.89
12 H -1.55 2.57 1.30
13 H -0.36 2.29 -0.15
14 C 0.61 1.21 -2.54
15 C -0.42 1.70 -2.94
16 H 1.51 0.66 -2.07
17 H -1.28 2.18 -3.39

Electronic energy: -973.39193 hartree
Gap between HOMO and LUMO: 9.43 eV
Molecular weight: 144.2 Da
SMILES: C=CP(S)C=C.C#C
Multiplicity: 1
Relative energy (zero: lowest compared OMol25 entry of this formula, charge and spin): 73.3 kcal/mol